C5H8N2 | ωB97M-V with the def2-TZVPD basis set

Each line ends with the Löwdin charge.
Positions of all 15 atoms, in Å:
C (1.465, -1.423, -0.577)  -0.043
C (0.437, -0.248, -0.343)  -0.302
C (0.120, 0.562, 0.834)  -0.329
C (-0.583, 1.710, 0.389)  -0.221
C (-1.824, -0.127, 0.205)  -0.170
H (1.377, -2.007, 0.431)  0.097
H (2.392, -1.050, -0.790)  0.008
H (0.916, -2.144, -1.491)  0.151
H (0.168, -0.154, -1.319)  0.095
H (0.939, 0.847, 1.607)  0.176
H (-0.178, 2.026, -0.640)  0.139
H (-0.608, 2.669, 1.223)  0.178
H (-2.199, -1.107, -0.194)  0.148
N (-1.862, 1.118, 0.017)  0.061
N (-0.562, -0.673, 0.649)  0.012

Cartesian forces, eV/Å:
C -5.0 -2.4 1.6
C 2.6 -4.6 1.3
C 6.9 0.5 1.6
C -1.8 4.3 -0.1
C 1.7 -2.1 -1.3
H 0.8 0.6 -2.0
H 2.5 0.4 -0.8
H 2.0 2.1 2.7
H -1.9 2.1 -2.4
H -1.4 -1.5 -1.0
H -0.5 0.5 1.9
H -0.3 -2.7 -2.6
H -2.0 1.8 0.1
N -2.8 0.2 -0.2
N -0.8 0.7 1.3

Properties
ΔE to the lowest compared entry with this formula, charge and spin	5.110	eV
E_HOMO	-0.3427	Ha
multiplicity	1
strongest force on any atom	0.137	hartree/bohr
structure (SMILES)	C[C@@H]1[C@H]2CN=CN12
electronic energy	-304.64770	Ha



C5H8N2 | ωB97M-V with the def2-TZVPD basis set

Each line ends with the Löwdin charge.
Positions of all 15 atoms, in Å:
C (-0.762, 0.417, -0.215)  -0.489
C (0.210, -0.691, -0.404)  -0.294
N (-1.651, 0.241, 0.827)  0.099
C (1.589, 0.000, 1.129)  -0.018
C (-0.675, 1.537, -0.947)  0.019
C (-0.129, -2.000, -0.173)  0.002
N (2.602, 0.533, 0.895)  0.109
H (-1.428, -0.522, 1.453)  0.086
H (-2.191, 1.054, 1.080)  0.096
H (3.303, 0.948, 0.306)  0.087
H (0.923, -0.488, -1.205)  0.108
H (-1.282, 2.403, -0.731)  0.047
H (0.054, 1.638, -1.730)  0.043
H (0.564, -2.791, -0.415)  0.051
H (-1.126, -2.279, 0.130)  0.053

Cartesian forces, eV/Å:
C 0.5 0.1 0.5
C -2.4 -2.3 -2.1
N 0.2 -0.2 -0.8
C 0.7 0.6 1.7
C 0.0 0.0 0.2
C 0.4 1.7 -0.9
N 0.6 0.3 -0.7
H -0.3 0.7 0.2
H 0.1 -0.5 0.5
H -0.1 -0.1 0.3
H 0.5 0.0 0.8
H -0.2 0.0 -0.1
H 0.1 -0.1 -0.1
H 0.0 -0.1 -0.1
H 0.0 0.0 0.6

Properties
ΔE to the lowest compared entry with this formula, charge and spin	3.740	eV
E_HOMO	-0.2847	Ha
multiplicity	1
strongest force on any atom	0.078	hartree/bohr
electronic energy	-304.69805	Ha



C5H8N2 | ωB97M-V with the def2-TZVPD basis set

Each line ends with the Löwdin charge.
Positions of all 15 atoms, in Å:
C (-0.557, -2.082, -1.176)  -0.047
N (-0.196, -0.810, -0.605)  -0.279
C (1.055, -0.395, -0.845)  -0.082
C (1.153, 0.809, -0.120)  -0.025
C (-0.081, 0.910, 0.595)  -0.359
C (-0.497, 1.929, 1.630)  -0.051
N (-0.887, -0.109, 0.298)  0.113
H (-0.500, -2.070, -2.268)  0.073
H (-1.624, -2.265, -0.891)  0.104
H (0.392, -2.741, -0.965)  0.114
H (1.580, -1.264, -1.351)  0.134
H (1.973, 1.509, -0.017)  0.089
H (-0.539, 2.939, 1.208)  0.071
H (0.213, 1.952, 2.466)  0.072
H (-1.486, 1.688, 2.040)  0.073

Cartesian forces, eV/Å:
C 0.5 -0.8 0.0
N 0.3 -0.6 -0.2
C -0.3 0.2 0.6
C 0.2 -0.5 0.1
C 0.3 0.0 -0.2
C 0.1 0.0 -0.1
N 0.1 0.2 -0.5
H -0.4 0.5 0.0
H 1.3 -0.8 0.2
H -2.7 0.1 0.4
H 0.4 2.4 0.4
H 0.0 -0.3 -0.1
H 0.0 -0.2 0.0
H -0.1 0.0 -0.2
H 0.3 0.0 -0.2

Properties
ΔE to the lowest compared entry with this formula, charge and spin	1.573	eV
E_HOMO	-0.3249	Ha
multiplicity	1
strongest force on any atom	0.053	hartree/bohr
structure (SMILES)	Cc1ccn(C)n1
electronic energy	-304.77770	Ha



C5H8N2 | ωB97M-V with the def2-TZVPD basis set

Each line ends with the Löwdin charge.
Positions of all 15 atoms, in Å:
C (1.210, -0.455, 1.330)  -0.021
N (0.029, -0.102, 0.571)  -0.098
C (-1.299, 0.104, 1.125)  -0.201
C (-2.244, 0.388, 0.197)  -0.111
C (-1.366, 0.557, -1.049)  -0.184
C (-0.002, 0.091, -0.723)  -0.320
N (1.091, -0.110, -1.531)  0.151
H (2.081, 0.081, 0.939)  0.092
H (1.051, -0.171, 2.372)  0.091
H (1.391, -1.534, 1.284)  0.096
H (-1.358, 0.031, 2.205)  0.074
H (-1.435, 1.631, -0.801)  0.124
H (-1.719, 0.430, -2.074)  0.104
H (1.658, -0.923, -1.325)  0.100
H (0.912, -0.017, -2.520)  0.102

Cartesian forces, eV/Å:
C 0.1 0.0 0.1
N 0.0 0.0 -0.3
C -0.3 -0.1 0.2
C 0.3 -0.3 0.3
C -0.1 0.1 -0.2
C -0.1 0.1 0.2
N -0.2 -0.1 0.0
H -0.1 -0.1 0.1
H 0.0 -0.1 -0.2
H 0.0 0.1 0.0
H 0.0 -0.1 -0.1
H 0.5 0.3 -0.5
H 0.0 -0.2 0.3
H 0.0 0.2 0.0
H -0.1 0.0 0.1

Properties
ΔE to the lowest compared entry with this formula, charge and spin	3.446	eV
E_HOMO	-0.2619	Ha
multiplicity	1
strongest force on any atom	0.015	hartree/bohr
electronic energy	-304.70886	Ha



C5H8N2 | ωB97M-V with the def2-TZVPD basis set

Each line ends with the Löwdin charge.
Positions of all 15 atoms, in Å:
C (-0.520, 1.317, 0.095)  -0.019
C (0.035, -0.139, -0.064)  -0.609
C (-1.080, -1.144, 0.243)  -0.025
N (0.699, -0.275, -1.333)  0.034
C (1.189, -0.192, 0.857)  -0.054
C (2.418, -0.088, 0.206)  -0.174
N (2.152, -0.131, -1.118)  0.074
H (-0.848, 1.501, 1.123)  0.088
H (-1.389, 1.440, -0.562)  0.085
H (0.236, 2.062, -0.168)  0.093
H (-1.960, -0.975, -0.386)  0.082
H (-0.720, -2.164, 0.096)  0.088
H (-1.381, -1.018, 1.292)  0.088
H (0.209, 0.187, -2.111)  0.141
H (1.032, -0.285, 1.931)  0.107

Cartesian forces, eV/Å:
C -0.1 0.1 0.0
C 0.2 0.0 0.4
C 0.1 -0.1 -0.1
N 1.5 0.8 0.6
C 0.2 0.0 0.1
C -0.3 -0.3 -0.1
N -2.9 -0.1 -0.6
H 0.1 -0.1 -0.2
H 0.1 -0.1 0.1
H -0.1 -0.2 0.0
H 0.2 0.0 0.0
H -0.1 0.1 0.0
H 0.0 -0.1 -0.3
H 1.0 -0.3 0.0
H 0.1 0.2 -0.1

Properties
ΔE to the lowest compared entry with this formula, charge and spin	5.027	eV
E_HOMO (alpha / beta)	-0.2935 / -0.2846	Ha
multiplicity	1
strongest force on any atom	0.058	hartree/bohr
structure (SMILES)	CC1(C)C=C=NN1
electronic energy	-304.65076	Ha



C5H8N2 | ωB97M-V with the def2-TZVPD basis set

Each line ends with the Löwdin charge.
Positions of all 15 atoms, in Å:
C (-1.755, 0.910, 1.532)  -0.033
C (-0.716, 0.027, 0.554)  -0.339
C (0.041, 0.499, -0.662)  -0.003
C (1.040, -0.391, -0.917)  -0.331
N (1.960, -0.468, -1.983)  0.074
C (0.960, -1.378, 0.164)  -0.120
N (0.019, -1.139, 1.025)  0.060
H (-1.189, 1.492, 2.230)  0.042
H (-2.417, 1.580, 0.938)  0.077
H (-2.479, 0.282, 2.103)  0.080
H (-0.198, 1.377, -1.250)  0.100
H (2.927, -0.579, -1.690)  0.085
H (1.904, 0.329, -2.606)  0.081
H (1.630, -2.246, 0.248)  0.113
H (-1.726, -0.295, 0.313)  0.114

Cartesian forces, eV/Å:
C 1.2 0.2 0.1
C -1.7 0.2 0.1
C -0.1 0.1 0.3
C -0.4 0.6 0.5
N -0.1 0.2 0.2
C -0.4 0.3 0.5
N 0.0 0.1 0.0
H 0.1 0.5 0.5
H 0.9 -0.4 0.0
H 1.0 -0.1 -0.5
H 0.0 -0.1 0.0
H -0.3 -0.1 0.1
H -0.1 -0.1 0.1
H -0.4 0.3 0.1
H 0.3 -1.7 -1.8

Properties
ΔE to the lowest compared entry with this formula, charge and spin	2.172	eV
E_HOMO	-0.3077	Ha
multiplicity	1
strongest force on any atom	0.049	hartree/bohr
structure (SMILES)	C[C@H]1C=C(N)C=N1
electronic energy	-304.75566	Ha